(1)
C5H5N2 | the ωB97M-V functional and the def2-TZVPD basis

```
! RIJCOSX wB97M-V def2-TZVPD def2/J DEFGRID3
* xyz 1 1
C -1.460 1.944 -1.075
C 0.574 -0.722 -0.804
C 0.045 0.199 1.410
C -0.092 0.891 2.545
C -0.145 0.026 -1.946
N 0.341 -0.470 0.403
N -0.771 1.075 -1.445
H 1.205 -1.555 -0.878
H 0.381 0.437 3.392
H -0.759 1.806 2.548
H 0.469 0.379 -2.935
H -0.860 -0.832 -2.369
*
```

**Frontier orbital gap**: 0.3475 Eh
**Relative energy (zero: lowest compared OMol25 entry of this formula, charge and spin)**: 203.1 kJ/mol
**E**: -302.6064 hartree
**Lowest unoccupied orbital energy**: -6.02 eV


(2)
C4H5NO | the ωB97M-V functional and the def2-TZVPD basis

```
! RIJCOSX wB97M-V def2-TZVPD def2/J DEFGRID3
* xyz 0 1
N 1.108 1.157 -0.078
C 1.333 -0.051 -0.182
C 1.150 -1.341 -0.314
C -1.035 -0.001 0.513
C -0.388 1.258 -0.053
O -1.964 -0.560 -0.013
H 1.173 -2.006 0.538
H 0.857 -1.712 -1.288
H -0.622 -0.337 1.488
H -0.722 2.113 0.543
H -0.720 1.379 -1.087
*
```

**Frontier orbital gap**: 0.3846 Eh
**Relative energy (zero: lowest compared OMol25 entry of this formula, charge and spin)**: 246.5 kJ/mol
**E**: -285.3207 hartree
**SMILES**: C=C=NCC=O
**Lowest unoccupied orbital energy**: 0.97 eV


(3)
C12H38O13 | the ωB97M-V functional and the def2-TZVPD basis

```
! RIJCOSX wB97M-V def2-TZVPD def2/J DEFGRID3
* xyz 0 1
C -3.541 0.209 -5.312
C -4.495 0.859 -4.332
O -5.674 0.137 -4.044
O -3.042 -0.753 -4.561
H -2.752 0.928 -5.531
H -4.098 -0.236 -6.136
H -4.759 1.822 -4.771
H -4.113 1.146 -3.353
H -5.529 -0.811 -4.080
H -2.324 -0.384 -4.041
C 7.328 2.842 -2.231
C 6.532 2.256 -1.181
O 5.158 2.544 -1.287
O 8.665 2.956 -1.883
H 6.876 3.834 -2.235
H 7.042 2.371 -3.172
H 6.814 2.690 -0.222
H 6.672 1.183 -1.048
H 4.742 2.006 -0.610
H 9.246 2.876 -2.643
C 0.385 -6.182 -0.586
C -0.533 -7.428 -1.053
O 0.057 -7.911 -2.197
O 0.494 -5.160 -1.497
H 1.378 -6.612 -0.455
H -0.162 -5.762 0.258
H -1.505 -7.064 -1.388
H -0.412 -8.142 -0.238
H 0.789 -8.498 -1.996
H 0.266 -5.524 -2.356
C 3.184 -0.135 3.164
C 3.388 0.861 4.261
O 3.831 2.116 3.781
O 2.298 0.538 2.315
H 2.578 -1.007 3.406
H 4.076 -0.589 2.732
H 4.106 0.436 4.962
H 2.390 0.955 4.690
H 4.697 1.899 3.426
H 1.935 1.341 2.696
C -5.322 -2.245 1.822
C -4.067 -1.263 1.930
O -3.821 -0.865 3.209
O -5.285 -3.341 2.734
H -5.628 -2.418 0.790
H -6.157 -1.559 1.968
H -4.085 -0.437 1.219
H -3.295 -1.931 1.546
H -3.107 -0.236 3.082
H -5.609 -2.864 3.502
C -1.480 5.633 1.828
C -2.450 4.708 2.551
O -1.652 3.716 3.160
O -0.702 5.020 0.812
H -0.852 6.241 2.479
H -2.171 6.357 1.396
H -3.189 4.405 1.809
H -2.969 5.174 3.389
H -0.890 4.188 3.504
H -0.384 5.721 0.238
O 0.237 -0.068 -1.746
H 0.502 -0.964 -1.537
H 0.388 0.422 -0.938
*
```

**Frontier orbital gap**: 0.3632 Eh
**Relative energy (zero: lowest compared OMol25 entry of this formula, charge and spin)**: 401.5 kJ/mol
**E**: -1457.8639 hartree
**SMILES**: OCCO.OCCO.OCCO.OCCO.OCCO.OCCO.O
**Lowest unoccupied orbital energy**: 0.25 eV


(4)
C39H25F5N6O7S4Ti | the ωB97M-V functional and the def2-TZVPD basis

```
! RIJCOSX wB97M-V def2-TZVPD def2/J DEFGRID3
* xyz 0 1
Ti 0.173 1.144 -1.156
F 4.838 -4.110 -1.828
C 3.826 -3.289 -2.115
C 3.995 -1.917 -2.035
F 5.174 -1.415 -1.659
C 2.938 -1.079 -2.337
F 3.143 0.241 -2.216
C 1.689 -1.553 -2.715
S 0.342 -0.496 -3.103
C 1.554 -2.936 -2.778
F 0.377 -3.486 -3.108
C 2.596 -3.800 -2.490
F 2.421 -5.122 -2.563
O 3.277 3.466 -2.975
C 2.714 3.551 -4.196
C 3.543 4.030 -5.214
C 3.063 4.177 -6.496
C 1.742 3.849 -6.801
C 0.923 3.371 -5.805
C 1.385 3.212 -4.492
C 0.467 2.669 -3.483
O 0.955 2.384 -2.269
N -0.751 2.406 -3.774
N -1.399 1.723 -2.741
C -2.650 1.601 -3.009
S -3.798 0.764 -1.989
C -5.253 1.496 -2.775
C -4.965 1.584 -4.257
S -3.320 2.308 -4.469
H 2.647 3.066 -2.354
H 4.564 4.279 -4.958
H 3.722 4.547 -7.271
H 1.366 3.962 -7.808
H -0.101 3.098 -6.017
H -5.437 2.479 -2.344
H -6.096 0.842 -2.558
H -5.677 2.233 -4.766
H -4.987 0.597 -4.719
C 0.785 -4.815 5.448
O 0.742 -3.430 5.152
C -0.469 -2.883 4.876
C -0.486 -1.499 4.681
C -1.670 -0.847 4.407
C -2.861 -1.574 4.332
C -2.841 -2.939 4.560
C -1.652 -3.609 4.803
N -4.176 -1.010 4.188
N -4.441 -0.061 3.444
C -3.488 0.497 2.524
C -3.286 1.851 2.572
C -2.405 2.506 1.693
C -1.766 1.786 0.719
O -0.921 2.303 -0.170
C -2.026 0.399 0.602
N -1.417 -0.205 -0.459
C -1.629 -1.486 -0.660
C -2.499 -2.231 0.155
C -3.124 -1.632 1.214
C -2.883 -0.266 1.490
H 1.817 -5.039 5.699
H 0.484 -5.414 4.585
H 0.146 -5.057 6.300
H 0.444 -0.950 4.762
H -1.664 0.226 4.275
H -3.779 -3.480 4.552
H -1.667 -4.677 4.959
H -3.806 2.420 3.333
H -2.216 3.567 1.781
H -1.119 -1.925 -1.509
H -2.665 -3.273 -0.074
H -3.813 -2.195 1.830
O 0.701 2.814 2.539
S 1.911 2.411 1.885
O 2.932 3.374 1.629
N 1.559 1.565 0.496
C 1.643 0.259 0.704
O 1.166 -0.486 -0.191
C 2.295 -0.146 1.964
C 2.682 -1.403 2.388
C 3.355 -1.489 3.600
C 3.614 -0.349 4.357
C 3.214 0.914 3.928
C 2.558 0.982 2.719
H 2.474 -2.278 1.786
H 3.682 -2.452 3.965
H 4.145 -0.445 5.294
H 3.423 1.800 4.510
*
```

**Frontier orbital gap**: 0.2573 Eh
**Relative energy (zero: lowest compared OMol25 entry of this formula, charge and spin)**: 80.3 kJ/mol
**E**: -5298.0524 hartree
**Lowest unoccupied orbital energy**: -1.03 eV


(5)
C7H19N6O2 | the ωB97M-V functional and the def2-TZVPD basis

```
! RIJCOSX wB97M-V def2-TZVPD def2/J DEFGRID3
* xyz 1 1
N 2.870 -2.612 0.307
C 1.743 -2.030 -0.421
C 1.941 -0.543 -0.764
O 3.317 -0.230 -0.984
C 1.509 0.315 0.426
C 0.026 0.754 0.396
C 0.027 2.245 -0.037
N 0.557 2.362 -1.416
N -0.763 0.011 -0.585
C -2.084 0.268 -0.520
N -2.906 -0.063 -1.514
N -2.550 0.835 0.585
C -1.799 0.338 1.794
N -1.974 -1.067 2.077
O -0.460 0.662 1.731
H 3.478 -1.895 0.691
H 2.499 -3.093 1.117
H 0.852 -2.097 0.231
H 1.510 -2.633 -1.300
H 1.421 -0.286 -1.684
H 3.501 -0.471 -1.901
H 2.161 1.173 0.521
H 1.628 -0.262 1.343
H 0.745 2.733 0.608
H -0.959 2.690 0.064
H -0.192 2.734 -1.992
H 1.228 3.122 -1.403
H -0.673 -1.005 -0.517
H -2.731 0.216 -2.468
H -3.694 -0.672 -1.357
H -3.545 0.640 0.675
H -2.211 0.848 2.660
H -1.531 -1.673 1.398
H -2.942 -1.315 2.237
*
```

**Frontier orbital gap**: 0.2895 Eh
**Relative energy (zero: lowest compared OMol25 entry of this formula, charge and spin)**: 46.6 kJ/mol
**E**: -756.8748 hartree
**SMILES**: NC[C@H](O)C[C@@]1(CN)NC(N)=[NH+][C@@H](N)O1
**Lowest unoccupied orbital energy**: -4.12 eV


(6)
C47H59CoO6 | the ωB97M-V functional and the def2-TZVPD basis

```
! RIJCOSX wB97M-V def2-TZVPD def2/J DEFGRID3
* xyz -1 4
Co 0.112 -0.022 -3.009
C 3.031 0.071 -4.776
O 2.197 -0.030 -3.641
C 2.825 -0.020 -2.395
C 3.013 1.202 -1.757
C 2.516 2.515 -2.354
C 1.205 2.981 -1.739
C 1.211 3.693 -0.554
C 0.043 4.045 0.123
C -1.151 3.653 -0.459
C -1.209 2.953 -1.660
C -2.557 2.486 -2.173
C -3.025 1.184 -1.544
C -3.620 1.152 -0.286
C -3.951 -0.045 0.338
C -3.683 -1.239 -0.334
C -3.067 -1.262 -1.577
C -2.569 -2.554 -2.201
C -1.214 -2.987 -1.663
C -1.144 -3.648 -0.446
C 0.060 -3.997 0.158
C 1.219 -3.672 -0.535
C 1.202 -3.001 -1.749
C 2.512 -2.547 -2.369
C 3.004 -1.241 -1.763
C 3.510 -1.219 -0.469
C 3.790 -0.032 0.192
C 3.534 1.166 -0.473
C 4.291 -0.002 1.635
C 4.357 -1.402 2.245
C 5.693 0.619 1.677
C 3.327 0.837 2.486
C -0.026 -2.638 -2.346
O -0.043 -1.935 -3.472
C 0.069 -4.613 1.556
C 1.486 -4.923 2.039
C -0.559 -3.610 2.536
C -0.737 -5.919 1.574
C -2.787 -0.033 -2.164
O -2.076 -0.011 -3.343
C -2.776 0.025 -4.569
C -4.479 -0.098 1.772
C -5.796 -0.882 1.826
C -3.425 -0.797 2.644
C -4.729 1.296 2.350
C -0.026 2.603 -2.335
O -0.035 1.882 -3.452
C 0.118 4.762 1.468
C 0.782 6.136 1.300
C -1.266 4.969 2.084
C 0.946 3.914 2.444
H 3.780 -0.726 -4.766
H 3.538 1.040 -4.806
H 2.394 -0.036 -5.652
H 2.368 2.409 -3.427
H 3.280 3.280 -2.190
H 2.174 3.966 -0.130
H -2.092 3.885 0.029
H -2.495 2.372 -3.255
H -3.304 3.255 -1.957
H -3.784 2.094 0.221
H -3.888 -2.186 0.154
H -2.485 -2.440 -3.281
H -3.299 -3.342 -2.000
H -2.079 -3.868 0.065
H 2.185 -3.918 -0.110
H 2.372 -2.436 -3.443
H 3.272 -3.315 -2.199
H 3.628 -2.164 0.044
H 3.675 2.105 0.049
H 5.038 -2.057 1.696
H 3.367 -1.864 2.266
H 4.718 -1.331 3.274
H 6.404 0.017 1.105
H 6.049 0.685 2.710
H 5.689 1.626 1.256
H 2.297 0.504 2.343
H 3.370 1.889 2.204
H 3.605 0.767 3.542
H 2.092 -4.017 2.104
H 1.991 -5.628 1.375
H 1.443 -5.368 3.036
H -0.035 -2.653 2.493
H -0.524 -3.996 3.559
H -1.603 -3.419 2.283
H -0.288 -6.656 0.904
H -1.766 -5.755 1.250
H -0.763 -6.339 2.583
H -3.675 0.639 -4.475
H -3.054 -0.982 -4.891
H -2.106 0.474 -5.301
H -5.674 -1.898 1.447
H -6.565 -0.390 1.226
H -6.153 -0.949 2.857
H -3.274 -1.829 2.327
H -3.743 -0.807 3.691
H -2.459 -0.290 2.571
H -5.457 1.854 1.756
H -3.806 1.877 2.404
H -5.122 1.201 3.364
H 0.185 6.772 0.642
H 1.775 6.037 0.859
H 0.885 6.638 2.267
H -1.903 5.588 1.447
H -1.164 5.473 3.048
H -1.770 4.015 2.253
H 1.984 3.843 2.119
H 0.549 2.898 2.503
H 0.939 4.360 3.443
O 0.284 0.015 1.195
C -0.214 -0.173 0.087
O 0.362 0.032 -1.038
H -1.253 -0.543 0.032
*
```

**Frontier orbital gap (spin up / spin down)**: 0.2595 / 0.2597 Eh
**E**: -3660.7427 hartree
**Lowest unoccupied orbital energy (spin up / spin down)**: 2.62 / 2.61 eV